<i>
Molecular formula: C2H6N2O
Method: DFT, ωB97M-V with the def2-TZVPD basis set

- lowest unoccupied orbital energy (eV) = 0.877
- gap between HOMO and LUMO (Eh) = 0.3887
- spin multiplicity = 1
- total charge = 0
- molecular weight (g/mol) = 74.1
- E_HOMO (eV) = -9.70

Last column: natural (NBO) charge in e.
Atoms and positions in Å:
1 C -1.627 -0.110 -0.351  -0.4177
2 N -0.415 0.029 0.434  -0.6399
3 C 0.773 0.107 -0.258  0.7734
4 O 0.826 0.268 -1.466  -0.6545
5 N 1.925 -0.029 0.500  -0.8490
6 H -1.477 0.459 -1.269  0.2387
7 H -1.831 -1.152 -0.630  0.1859
8 H -2.484 0.295 0.194  0.1966
9 H -0.403 -0.392 1.352  0.3848
10 H 1.929 0.275 1.463  0.3816
11 H 2.733 0.255 -0.036  0.4001

<ii>
Molecular formula: C2H6N2O
Method: DFT, ωB97M-V with the def2-TZVPD basis set

- lowest unoccupied orbital energy (eV) = 0.757
- gap between HOMO and LUMO (Eh) = 0.3586
- spin multiplicity = 1
- total charge = 0
- molecular weight (g/mol) = 74.1
- E_HOMO (eV) = -9.00

Last column: natural (NBO) charge in e.
Atoms and positions in Å:
1 C 1.067 1.080 0.045  -0.4052
2 N -0.225 0.593 0.471  -0.6924
3 C -0.754 -0.819 0.043  0.7150
4 O -1.696 -0.494 -0.770  -0.6462
5 N -0.216 -1.929 0.221  -0.7672
6 H -0.949 1.296 0.351  0.3724
7 H 0.638 -1.874 0.771  0.3695
8 H -2.112 -1.516 -0.955  0.4881
9 H 1.056 1.390 -1.006  0.1708
10 H 1.843 0.322 0.180  0.1956
11 H 1.349 1.951 0.649  0.1996

Q: Which of them is the most stable? A: <i>.

<i>
Molecular formula: C2H6N2O
Method: DFT, ωB97M-V with the def2-TZVPD basis set

- lowest unoccupied orbital energy (eV) = 1.052
- gap between HOMO and LUMO (Eh) = 0.3747
- spin multiplicity = 1
- total charge = 0
- molecular weight (g/mol) = 74.1
- E_HOMO (eV) = -9.14

Last column: natural (NBO) charge in e.
Atoms and positions in Å:
1 C 0.973 -1.294 0.147  -0.2256
2 C -0.850 1.256 -0.044  0.2487
3 H 0.947 -1.769 1.297  0.1394
4 H 1.714 -0.520 0.297  0.1566
5 H 1.382 -1.923 -0.660  0.2010
6 H -1.651 -0.787 0.494  0.4045
7 H -1.407 2.104 0.541  0.1642
8 H 0.030 2.401 -1.040  0.3347
9 N -0.962 -0.073 0.305  -0.3741
10 N -0.073 1.438 -0.934  -0.6615
11 O -0.104 -0.832 -0.402  -0.3879

<ii>
Molecular formula: C2H6N2O
Method: DFT, ωB97M-V with the def2-TZVPD basis set

- lowest unoccupied orbital energy (eV) = 0.513
- gap between HOMO and LUMO (Eh) = 0.3571
- spin multiplicity = 1
- total charge = 0
- molecular weight (g/mol) = 74.1
- E_HOMO (eV) = -9.20

Last column: natural (NBO) charge in e.
Atoms and positions in Å:
1 C -0.082 1.158 0.006  -0.7075
2 C -0.660 -0.278 0.071  0.4410
3 H -1.012 1.531 0.311  0.2070
4 H 0.547 1.632 0.849  0.2437
5 H 0.453 1.511 -0.832  0.2590
6 H -2.361 -0.129 -0.218  0.3305
7 H 0.416 -2.104 -0.103  0.3585
8 H 2.423 -0.953 0.192  0.4703
9 N -1.725 -0.874 -0.229  -0.6418
10 N 0.506 -1.161 0.311  -0.3823
11 O 1.494 -0.333 -0.357  -0.5784

Q: Which of them is the most stable? A: <i>.

<i>
Molecular formula: C2H10N3
Method: DFT, ωB97M-V with the def2-TZVPD basis set

- lowest unoccupied orbital energy (eV) = -4.609
- gap between HOMO and LUMO (Eh) = 0.3582
- spin multiplicity = 1
- total charge = +1
- molecular weight (g/mol) = 76.1
- E_HOMO (eV) = -14.36

Last column: natural (NBO) charge in e.
Atoms and positions in Å:
1 C 0.205 1.014 -2.030  -0.4232
2 N 1.403 0.305 -1.459  -0.8244
3 H 0.080 1.877 -1.378  0.2020
4 H -0.606 0.299 -1.914  0.1922
5 H 0.247 1.275 -3.083  0.2256
6 H 1.291 -0.676 -1.671  0.3779
7 H 2.285 0.628 -1.827  0.4020
8 H 0.932 0.132 0.018  0.4523
9 N -1.586 -1.007 1.646  -0.6591
10 C -0.720 -0.077 1.289  0.4534
11 N 0.540 -0.282 0.980  -0.9099
12 H -2.575 -0.793 1.627  0.4328
13 H -1.372 -1.982 1.472  0.4216
14 H -1.112 0.883 1.658  0.2047
15 H 1.268 -0.664 1.571  0.4522

<ii>
Molecular formula: C2H10N3
Method: DFT, ωB97M-V with the def2-TZVPD basis set

- lowest unoccupied orbital energy (eV) = -3.176
- gap between HOMO and LUMO (Eh) = 0.4145
- spin multiplicity = 1
- total charge = +1
- molecular weight (g/mol) = 76.1
- E_HOMO (eV) = -14.45

Last column: natural (NBO) charge in e.
Atoms and positions in Å:
1 C -0.886 0.433 -1.015  -0.0527
2 N -2.249 0.075 -0.911  -0.8637
3 H -0.742 1.511 -1.344  0.2285
4 H -0.328 -0.134 -1.833  0.2067
5 H -2.401 -0.943 -1.036  0.3954
6 H -2.986 0.689 -1.511  0.4358
7 N -0.108 0.261 0.403  -0.5329
8 C 1.309 -0.230 0.323  -0.0728
9 N 1.639 -0.702 1.729  -0.8178
10 H -0.171 1.152 0.831  0.4224
11 H -0.623 -0.359 1.025  0.4465
12 H 1.828 0.655 -0.134  0.2083
13 H 1.309 -1.124 -0.370  0.2233
14 H 2.367 -1.405 1.649  0.3953
15 H 2.042 0.123 2.193  0.3777

<iii>
Molecular formula: C2H10N3
Method: DFT, ωB97M-V with the def2-TZVPD basis set

- lowest unoccupied orbital energy (eV) = -5.032
- gap between HOMO and LUMO (Eh) = 0.3257
- spin multiplicity = 1
- total charge = +1
- molecular weight (g/mol) = 76.1
- E_HOMO (eV) = -13.90

Last column: natural (NBO) charge in e.
Atoms and positions in Å:
1 C 1.878 -0.335 -0.501  -0.4084
2 N 1.173 -1.449 0.185  -0.8270
3 H 2.825 -0.703 -0.880  0.2229
4 H 1.978 0.443 0.261  0.1981
5 H 1.196 -0.106 -1.319  0.1920
6 H 1.144 -2.279 -0.389  0.3979
7 H 1.392 -1.591 1.158  0.3970
8 H -0.419 -1.077 0.139  0.4537
9 N -0.704 1.735 0.379  -0.6739
10 C -1.389 0.780 -0.236  0.5075
11 N -1.412 -0.501 0.114  -0.9824
12 H -1.128 2.645 0.202  0.4284
13 H -0.151 1.750 1.225  0.4375
14 H -1.670 0.974 -1.279  0.2081
15 H -2.023 -0.894 0.818  0.4486

Q: Which of them is the most stable? A: <ii>.

<i>
Molecular formula: C2H10N3
Method: DFT, ωB97M-V with the def2-TZVPD basis set

- lowest unoccupied orbital energy (eV) = -4.604
- gap between HOMO and LUMO (Eh) = 0.3166
- spin multiplicity = 1
- total charge = +1
- molecular weight (g/mol) = 76.1
- E_HOMO (eV) = -13.22

Last column: natural (NBO) charge in e.
Atoms and positions in Å:
1 C -2.972 -0.640 -1.475  -0.3335
2 C -1.826 -0.293 -0.980  -0.4287
3 N 1.308 0.639 1.954  -0.3461
4 N 0.330 0.928 1.239  -0.2539
5 N 2.514 -0.103 -0.165  -0.9016
6 H -3.518 -1.495 -1.125  0.1936
7 H -1.395 0.647 -1.227  0.1844
8 H -3.621 -0.190 -2.242  0.2134
9 H -1.319 -0.806 -0.211  0.1714
10 H 1.195 0.737 2.989  0.3649
11 H 2.266 0.375 0.738  0.4418
12 H -0.498 1.120 1.803  0.3465
13 H 1.849 -0.848 -0.096  0.4343
14 H 2.129 0.367 -0.961  0.4455
15 H 3.558 -0.437 -0.242  0.4680

<ii>
Molecular formula: C2H10N3
Method: DFT, ωB97M-V with the def2-TZVPD basis set

- lowest unoccupied orbital energy (eV) = -3.307
- gap between HOMO and LUMO (Eh) = 0.4110
- spin multiplicity = 1
- total charge = +1
- molecular weight (g/mol) = 76.1
- E_HOMO (eV) = -14.49

Last column: natural (NBO) charge in e.
Atoms and positions in Å:
1 C -0.313 1.134 -2.019  -0.4233
2 N 0.984 0.843 -1.364  -0.8178
3 H -0.991 1.501 -1.245  0.1937
4 H -0.744 0.234 -2.442  0.2108
5 H -0.286 1.915 -2.779  0.2157
6 H 1.645 0.516 -2.055  0.3994
7 H 1.270 1.695 -0.904  0.3898
8 H 0.755 -0.011 -0.146  0.4424
9 N -0.679 -1.503 2.524  -0.7251
10 C -0.524 -0.745 1.450  0.3945
11 N 0.605 -0.570 0.840  -0.7420
12 H -1.595 -1.552 2.937  0.4247
13 H 0.074 -1.669 3.174  0.4205
14 H -1.476 -0.482 1.003  0.2113
15 H 1.276 -1.306 1.027  0.4055

Q: Which of them is the most stable? A: <ii>.

<i>
Molecular formula: C23H26N4O5
Method: DFT, ωB97M-V with the def2-TZVPD basis set

- lowest unoccupied orbital energy (eV) = -0.036
- gap between HOMO and LUMO (Eh) = 0.3066
- spin multiplicity = 1
- total charge = 0
- molecular weight (g/mol) = 438.5
- E_HOMO (eV) = -8.38

Last column: natural (NBO) charge in e.
Atoms and positions in Å:
1 C -0.395 -1.617 1.523  -0.6123
2 H 0.408 -2.272 1.852  0.2084
3 C -1.748 -2.293 1.715  -0.3962
4 H -1.906 -2.496 2.776  0.2029
5 H -2.543 -1.621 1.380  0.1936
6 C -1.862 -3.616 0.945  -0.0576
7 N -1.768 -3.365 -0.479  -0.6299
8 C -0.727 -3.747 -1.235  0.6688
9 O 0.170 -4.475 -0.869  -0.6254
10 C -0.758 -3.105 -2.635  -0.3182
11 N -0.555 -1.679 -2.504  -0.5889
12 C -1.573 -0.835 -2.235  0.6565
13 O -2.748 -1.161 -2.302  -0.6508
14 C -1.114 0.518 -1.806  0.0602
15 N 0.052 0.521 -1.235  -0.1834
16 N 0.557 1.623 -0.710  -0.2380
17 C -0.038 2.881 -0.750  0.6476
18 O 0.537 3.856 -0.310  -0.5881
19 C -1.359 2.891 -1.382  -0.1577
20 C -2.067 4.091 -1.460  -0.1527
21 C -3.311 4.120 -2.048  -0.2008
22 C -3.866 2.951 -2.566  -0.1884
23 C -3.183 1.758 -2.500  -0.1963
24 C -1.917 1.708 -1.905  0.0120
25 H -3.613 0.850 -2.892  0.2488
26 H -4.843 2.982 -3.026  0.2187
27 H -3.860 5.048 -2.110  0.2187
28 H -1.610 4.979 -1.050  0.2403
29 C 1.793 1.459 -0.026  0.0362
30 C 2.916 1.019 -0.696  -0.1028
31 C 4.123 0.864 -0.036  -0.3554
32 C 4.199 1.166 1.318  0.3382
33 C 3.060 1.597 2.003  -0.3407
34 C 1.848 1.735 1.351  0.3501
35 O 0.680 2.082 1.940  -0.4890
36 C 0.703 2.489 3.288  -0.2502
37 H -0.319 2.780 3.523  0.2035
38 H 1.009 1.670 3.947  0.1773
39 H 1.367 3.346 3.432  0.1854
40 H 3.166 1.805 3.054  0.2325
41 O 5.321 1.069 2.076  -0.4887
42 C 6.512 0.629 1.465  -0.2529
43 H 6.407 -0.385 1.066  0.1788
44 H 6.826 1.306 0.665  0.1782
45 H 7.263 0.629 2.253  0.2019
46 H 4.983 0.521 -0.586  0.2226
47 H 2.845 0.801 -1.751  0.2140
48 H 0.371 -1.359 -2.256  0.4234
49 H 0.034 -3.533 -3.250  0.2273
50 H -1.731 -3.267 -3.105  0.2334
51 H -2.467 -2.754 -0.880  0.4170
52 C -3.176 -4.328 1.256  -0.6050
53 H -4.020 -3.693 0.991  0.2010
54 H -3.237 -4.562 2.315  0.2104
55 H -3.244 -5.253 0.691  0.2165
56 H -1.016 -4.264 1.196  0.2259
57 H -0.348 -0.693 2.095  0.2103
58 H -0.226 -1.372 0.477  0.2089

<ii>
Molecular formula: C23H26N4O5
Method: DFT, ωB97M-V with the def2-TZVPD basis set

- lowest unoccupied orbital energy (eV) = -0.085
- gap between HOMO and LUMO (Eh) = 0.2885
- spin multiplicity = 1
- total charge = 0
- molecular weight (g/mol) = 438.5
- E_HOMO (eV) = -7.94

Last column: natural (NBO) charge in e.
Atoms and positions in Å:
1 O -0.263 1.379 7.767  -0.5462
2 O 2.846 1.447 -4.293  -0.6666
3 O -0.008 -0.316 -7.999  -0.6640
4 O -1.018 -0.964 -4.240  -0.6653
5 O 0.318 0.933 -0.410  -0.5055
6 C -0.568 0.492 6.973  0.5224
7 C 2.678 1.229 -5.484  0.6782
8 C -0.998 0.007 -7.365  0.6781
9 C 0.078 -0.419 -4.368  0.6609
10 C -0.803 0.106 4.444  -0.2309
11 C -0.241 0.706 5.551  0.0410
12 C -2.464 -3.084 8.438  -0.1888
13 C -2.679 -1.859 9.075  -0.2200
14 C -1.620 -3.148 7.327  -0.2417
15 C 1.397 2.014 1.404  -0.2394
16 C -2.059 -0.699 8.597  -0.1471
17 C -0.998 -1.990 6.849  -0.1181
18 C -0.335 0.398 1.903  -0.2644
19 C 1.572 2.267 2.773  -0.2423
20 C 0.438 1.095 0.951  0.2877
21 C -1.220 -0.742 7.467  -0.1744
22 C -0.155 0.652 3.264  -0.1191
23 C 0.782 1.580 3.696  0.1942
24 N -2.154 -0.522 -7.681  -0.7841
25 N 0.709 1.614 5.082  -0.5305
26 N 1.172 -0.881 -3.751  -0.6048
27 N 1.490 0.923 -5.998  -0.6212
28 C -0.932 0.431 -0.906  -0.2530
29 C 3.846 1.269 -6.440  -0.7050
30 C 1.216 -2.062 -2.890  -0.4089
31 C -0.949 1.039 -6.244  -0.4953
32 C 0.223 0.844 -5.255  -0.1187
33 H -1.600 -0.631 4.441  0.2289
34 H -2.945 -3.984 8.810  0.2163
35 H -3.327 -1.806 9.945  0.2183
36 H -1.439 -4.102 6.839  0.2167
37 H 2.001 2.543 0.674  0.2305
38 H -2.232 0.246 9.106  0.2320
39 H -0.323 -2.075 6.001  0.2158
40 H -1.070 -0.337 1.602  0.2171
41 H 2.310 2.989 3.108  0.2169
42 H -2.135 -1.216 -8.406  0.4111
43 H -2.967 -0.334 -7.125  0.4007
44 H 1.258 2.230 5.683  0.4259
45 H 2.012 -0.319 -3.834  0.4276
46 H 1.445 0.677 -6.979  0.4367
47 H -1.779 0.924 -0.416  0.1810
48 H -1.005 -0.649 -0.746  0.1734
49 H -1.005 0.625 -1.979  0.2038
50 H 3.973 0.290 -6.900  0.2306
51 H 3.655 2.016 -7.208  0.2278
52 H 4.747 1.535 -5.888  0.2421
53 H 2.251 -2.343 -2.695  0.2095
54 H 0.702 -2.894 -3.375  0.2131
55 H 0.723 -1.846 -1.941  0.1999
56 H -1.887 1.014 -5.689  0.2368
57 H -0.869 2.023 -6.705  0.2410
58 H 0.203 1.685 -4.560  0.2391

Q: Which of them is the most stable? A: <ii>.

<i>
Molecular formula: C4H3NOS2
Method: DFT, ωB97M-V with the def2-TZVPD basis set

- lowest unoccupied orbital energy (eV) = -0.280
- gap between HOMO and LUMO (Eh) = 0.3064
- spin multiplicity = 1
- total charge = 0
- molecular weight (g/mol) = 145.2
- E_HOMO (eV) = -8.62

Last column: natural (NBO) charge in e.
Atoms and positions in Å:
1 C -0.397 0.920 0.422  -0.1272
2 C -0.125 -1.404 -0.824  -0.0872
3 C 0.952 -2.355 -0.504  -0.1157
4 C 2.194 -2.636 -0.259  -0.1434
5 H -1.143 -0.098 1.921  0.4072
6 H -0.953 -1.606 -1.734  0.2716
7 H 3.255 -3.129 -0.203  0.2792
8 N -0.690 -0.235 1.031  -0.3074
9 O -1.053 -1.223 0.282  -0.3464
10 S -0.622 2.557 0.862  -0.1568
11 S 0.394 0.513 -1.016  0.3262

<ii>
Molecular formula: C4H3NOS2
Method: DFT, ωB97M-V with the def2-TZVPD basis set

- lowest unoccupied orbital energy (eV) = -1.250
- gap between HOMO and LUMO (Eh) = 0.2861
- spin multiplicity = 1
- total charge = 0
- molecular weight (g/mol) = 145.2
- E_HOMO (eV) = -9.04

Last column: natural (NBO) charge in e.
Atoms and positions in Å:
1 C 0.966 0.854 -0.040  0.6353
2 C 0.808 -0.670 -0.069  -0.2360
3 C -0.169 -1.372 0.754  -0.0878
4 C -0.931 -1.653 1.650  -0.1592
5 H -2.038 0.571 -0.790  0.1328
6 H 0.055 2.477 -0.918  0.4139
7 H -1.551 -2.026 2.536  0.2679
8 N 0.172 1.381 -1.076  -0.7828
9 O 1.821 1.312 0.705  -0.5256
10 S -1.198 0.656 -1.957  0.2214
11 S 2.066 -1.531 -0.795  0.1201

Q: Which of them is the most stable? A: <ii>.